ORCA calculation (ωB97M-V/def2-TZVPD) on a 5-piece molecular cluster, C24H58N5O3 overall in a non-equilibrium geometry.

The geometry in ORCA input format:
```
! RIJCOSX wB97M-V def2-TZVPD def2/J DEFGRID3
* xyz 4 2
N 0.85752 -0.14150 -5.91059
H 0.15268 -0.52307 -6.52515
H 1.74768 -0.59565 -6.05714
H 0.58137 -0.20791 -4.94135
H 0.83992 0.85971 -6.04237
N 0.52308 -1.56263 -2.50984
O 1.25322 -2.53391 -2.37405
O -0.15023 -1.07103 -1.61207
O 0.46337 -0.98498 -3.54437
C 0.38785 -4.27037 4.36854
C -0.83655 -4.32823 3.43258
C -0.54082 -4.10503 1.93762
N -1.78623 -4.21869 1.01298
C -2.50169 -5.56969 1.20433
C -2.79183 -3.06622 1.19744
C -3.17631 -2.72833 -0.20933
C -2.51420 -3.73615 -1.18415
C -1.22142 -4.11023 -0.43608
H 0.24263 -4.45568 5.43281
H 0.79883 -3.26251 4.31004
H 1.09726 -5.02071 4.01952
H -1.54799 -3.62942 3.87261
H -1.27539 -5.32402 3.49513
H 0.17756 -4.87270 1.65001
H -0.06502 -3.13406 1.80004
H -1.82043 -6.41956 1.16315
H -3.34991 -5.61460 0.52124
H -2.89279 -5.59771 2.22136
H -3.63492 -3.32467 1.83813
H -2.29826 -2.21915 1.67384
H -4.24980 -2.85578 -0.34888
H -2.96273 -1.67042 -0.36202
H -3.15823 -4.56093 -1.48920
H -2.30348 -3.17589 -2.09507
H -0.60899 -4.99505 -0.60962
H -0.58898 -3.23017 -0.55278
C 4.37760 2.04031 -2.94860
C 4.63792 1.66336 -1.46912
C 3.49699 0.83848 -0.92777
N 3.43431 0.48196 0.55036
C 4.84347 -0.13437 0.87379
C 2.25037 -0.52691 0.78553
C 1.98905 -0.43764 2.20709
C 2.11766 1.07509 2.43007
C 3.09359 1.71999 1.45489
H 5.27189 2.52118 -3.34497
H 3.52048 2.71006 -3.01834
H 4.15454 1.24120 -3.65555
H 4.77458 2.50950 -0.79572
H 5.53202 1.04082 -1.50282
H 3.51131 -0.10713 -1.46972
H 2.60474 1.41301 -1.17655
H 4.73147 -0.26878 1.94966
H 5.57948 0.65126 0.70293
H 4.89421 -1.02707 0.25042
H 2.62807 -1.47419 0.40066
H 1.47029 -0.27959 0.06552
H 2.63821 -1.05247 2.83052
H 1.01308 -0.81902 2.50731
H 2.58004 1.31707 3.38702
H 1.14699 1.57096 2.42945
H 4.04629 2.10543 1.81808
H 2.75907 2.54626 0.82761
C -0.36375 5.95593 1.84512
C -0.74269 4.61164 1.10806
C -1.53823 4.59710 -0.18078
N -2.08112 3.14247 -0.51558
C -0.85474 2.15659 -0.45845
C -3.20296 2.71226 0.41512
C -4.17307 2.02237 -0.47614
C -4.15235 2.84547 -1.75191
C -2.65058 3.11466 -1.95058
H 0.43825 5.78842 2.56403
H -1.16505 6.38425 2.44725
H -0.11096 6.78919 1.18947
H -1.05579 3.93838 1.90605
H 0.07722 4.02758 0.69008
H -0.93372 4.87438 -1.04437
H -2.42463 5.23033 -0.14319
H -1.33563 1.19716 -0.64914
H -0.35482 2.16943 0.51005
H -0.12860 2.40888 -1.23123
H -2.83994 2.09455 1.23655
H -3.65703 3.64000 0.76327
H -3.77444 1.02255 -0.64806
H -5.12004 1.86205 0.03926
H -4.57031 2.23183 -2.54994
H -4.73638 3.76579 -1.75162
H -2.13590 2.29861 -2.45777
H -2.35727 4.05633 -2.41463
*
```

The value obtained for the calculated total energy is -39376.5851 eV.

Atomic partial charges in e from the Mulliken method, atoms 1 to 8: -0.381 0.390 0.368 0.352 0.423 1.122 -0.355 -0.189